## i
14
Properties=species:S:1:pos:R:3 method="wB97M-V/def2-TZVPD" smiles="NCc1cc(=S)o[nH]1" spin_multiplicity=1 total_charge=0 molar_mass_g_mol=130.17 gap_ha=0.3157
N 2.33103 -0.02986 0.30384
C 1.29816 -0.13077 -0.70401
C -0.12382 -0.06895 -0.23331
C -1.25414 0.38602 -0.81487
C -2.33497 0.21566 0.11637
S -3.93452 0.54292 0.03343
O -1.79431 -0.35365 1.24215
N -0.45098 -0.62105 0.99309
H 2.28371 0.82488 0.83639
H 2.37756 -0.81768 0.91742
H 1.45038 0.62098 -1.46496
H 1.41766 -1.08384 -1.23815
H -1.36992 0.84903 -1.77452
H 0.10416 -0.33370 1.78715

## ii
14
Properties=species:S:1:pos:R:3 method="wB97M-V/def2-TZVPD" spin_multiplicity=1 total_charge=0 molar_mass_g_mol=130.17 gap_ha=0.3543
C 0.40222 -0.57791 1.11456
C -0.85962 0.60337 -0.43466
C 0.13812 0.59119 -1.59921
C -0.62279 -0.85086 0.01784
H 1.42091 -2.18519 1.18017
H 0.98643 1.22805 1.92395
H -1.87380 0.82219 -0.79847
H 1.11434 1.01364 -1.35822
H -0.17743 1.07971 -2.55052
H -1.50482 -1.48734 0.28226
N 1.34221 -1.23029 1.59441
N 0.13071 0.71567 1.61878
O -0.55914 1.51894 0.63845
S 0.06266 -1.24118 -1.62933

Quick one: least stable of them? ii

## i
14
Properties=species:S:1:pos:R:3 method="wB97M-V/def2-TZVPD" smiles=Cn1nc(O)cc1S spin_multiplicity=1 total_charge=0 molar_mass_g_mol=130.17 gap_ha=0.3293
C -1.05926 -1.90505 -0.40023
N -0.39804 -0.75008 0.14146
N -0.89553 -0.24191 1.24268
C -0.21211 0.87022 1.39910
O -0.42460 1.69293 2.45320
C 0.77286 1.08412 0.34388
C 0.54391 0.01435 -0.44790
S 0.82029 -0.26207 -2.15312
H -0.32175 -2.78292 -0.26398
H -1.97606 -2.04688 0.24466
H -1.29987 -1.58769 -1.46708
H -0.76073 1.00772 3.21655
H 1.31411 2.08098 0.21938
H 2.09922 0.54053 -2.18333

## ii
14
Properties=species:S:1:pos:R:3 method="wB97M-V/def2-TZVPD" smiles="N[C@@H]1C=CN(O)C1=S" spin_multiplicity=1 total_charge=0 molar_mass_g_mol=130.17 gap_ha=0.3067
N 1.38913 0.11740 -1.53561
C 0.83908 -0.41430 -0.25089
C -0.40058 -1.28060 -0.41119
C -1.46973 -0.68338 0.13777
N -1.04440 0.46121 0.71780
O -1.82712 1.21306 1.55668
C 0.25648 0.70342 0.55272
S 0.95678 2.00567 1.26591
H 1.72067 -0.63289 -2.16683
H 2.15589 0.77549 -1.42858
H 1.55953 -0.94618 0.37052
H -0.40912 -2.26541 -0.91400
H -2.55279 -0.91301 0.19677
H -1.17383 1.85950 1.90892

Quick one: least stable of them? ii

## i
10
Properties=species:S:1:pos:R:3 method="wB97M-V/def2-TZVPD" spin_multiplicity=1 total_charge=-1 molar_mass_g_mol=64.06 gap_ha=0.2700
O -2.10970 -0.69916 -0.98689
H -2.00178 0.14196 -1.44126
N 0.00049 -0.67563 0.82235
C 1.15834 -0.09018 0.40288
O 1.04133 1.32091 -0.24698
H -1.25745 -0.78968 -0.43059
H -0.51042 -0.08011 1.47455
H 1.99190 0.08799 1.10995
H 1.59905 -0.62555 -0.44950
H 0.08823 1.40945 -0.25452

## ii
10
Properties=species:S:1:pos:R:3 method="wB97M-V/def2-TZVPD" spin_multiplicity=1 total_charge=-1 molar_mass_g_mol=64.06 gap_ha=0.2978
N -0.11989 1.10973 1.64611
C -0.27772 -0.01747 0.70041
O 0.35767 0.01077 -0.48018
H -0.59434 1.94822 1.31239
H 0.80421 1.50732 1.81426
H -1.39403 0.04654 0.56462
H -0.14719 -0.94700 1.28264
H 0.48982 -0.88238 -1.52239
H 0.11200 -1.26589 -2.97109
O 0.76946 -1.50985 -2.34677

## iii
10
Properties=species:S:1:pos:R:3 method="wB97M-V/def2-TZVPD" spin_multiplicity=1 total_charge=-1 molar_mass_g_mol=64.06 gap_ha=0.2663
O 2.47379 -0.59853 1.31235
H 2.01245 -0.25367 2.07350
N 0.12794 -0.33516 -0.34925
C -1.16952 0.13057 -0.43413
O -1.35980 1.40805 -1.21382
H 1.67006 -0.75137 0.75616
H 0.25352 -1.18817 -0.88053
H -1.61255 0.38175 0.55276
H -1.87999 -0.59033 -0.87627
H -0.51589 1.79687 -0.94076

Quick one: least stable of them? iii

## i
18
Properties=species:S:1:pos:R:3 method="wB97M-V/def2-TZVPD" spin_multiplicity=1 total_charge=-1 molar_mass_g_mol=103.14 gap_ha=0.2705
C 0.42017 3.28493 1.26648
C 0.27840 2.06062 0.40842
C -0.57606 1.97716 -0.60762
O -0.79644 0.91120 -1.37675
H 1.42978 3.70580 1.23294
H -0.26800 4.07581 0.95820
H 0.21302 3.06444 2.31845
H 0.82593 1.16986 0.69113
H -1.18522 2.83234 -0.89539
H -0.34492 0.07147 -0.96769
C 0.49184 -2.40894 -0.04117
O 0.31250 -1.12847 -0.41997
C -0.48750 -3.38892 -0.71126
H 0.38095 -2.56709 1.06551
H 1.52023 -2.78426 -0.26776
H -0.39668 -4.40565 -0.30978
H -0.30812 -3.43324 -1.78834
H -1.50988 -3.03705 -0.55541

## ii
18
Properties=species:S:1:pos:R:3 method="wB97M-V/def2-TZVPD" spin_multiplicity=1 total_charge=-1 molar_mass_g_mol=103.14 gap_ha=0.2826
C -2.21503 -1.40301 1.80547
C -1.37754 -1.18237 0.56715
H -1.80088 -2.21330 2.39643
H -2.35253 -0.52243 2.44491
H -3.22126 -1.72380 1.53500
H -1.65882 -0.31798 -0.03228
H -1.39176 -2.01876 -0.13471
H -0.30263 -1.03785 0.71965
C 1.09019 1.16389 -1.40338
C 1.63308 1.99902 -0.24690
C 1.49538 -0.32783 -1.34425
O 2.50112 -0.59208 -0.64505
O 0.77200 -1.09250 -2.02144
H -0.00716 1.21760 -1.43129
H 1.47482 1.55727 -2.35160
H 1.10983 1.74469 0.67119
H 1.58729 3.06634 -0.45859
H 2.66390 1.68312 -0.07034

## iii
18
Properties=species:S:1:pos:R:3 method="wB97M-V/def2-TZVPD" spin_multiplicity=1 total_charge=-1 molar_mass_g_mol=103.14 gap_ha=0.2826
C 1.86275 -2.83158 0.18455
C 0.64747 -2.77617 -0.77492
H 2.62043 -3.48181 -0.23847
H 2.14311 -1.81689 0.45131
H 1.59426 -3.42086 1.06563
H 0.67011 -3.61277 -1.48690
H 0.68190 -1.88064 -1.37887
H -0.29696 -2.75560 -0.23188
C 0.21785 1.34197 -0.48299
C 0.68354 2.72961 0.02769
C -1.05945 0.83653 0.21477
O -1.60004 -0.14005 -0.37562
O -1.47304 1.43117 1.23205
H 0.05112 1.40769 -1.55502
H 0.98882 0.58565 -0.33010
H -0.07502 3.11542 0.70414
H 1.07130 3.32349 -0.80431
H 1.64243 2.61827 0.56266

Quick one: least stable of them? i

## i
18
Properties=species:S:1:pos:R:3 method="wB97M-V/def2-TZVPD" spin_multiplicity=1 total_charge=-1 molar_mass_g_mol=103.14 gap_ha=0.2797
C -0.79519 0.95293 -0.40729
C -1.90979 1.90968 -0.00464
C 0.64124 1.34986 0.20547
H -0.87771 -0.02890 0.08565
H -0.87389 0.78979 -1.53272
H -2.43890 1.56384 0.92688
H -2.68320 1.57042 -0.70826
H 0.96585 0.43248 0.91950
H 1.42906 1.53577 -0.45014
H -1.62349 3.00169 0.02255
H 0.68287 2.24701 0.79848
C 0.83289 -2.54409 0.52336
C 1.41078 -1.69416 -0.65272
O 2.49418 -0.98921 -0.36751
O 0.68255 -1.91060 -1.66116
H 1.42512 -3.40932 0.48818
H -0.24871 -2.62289 0.32389
H 0.88633 -2.15430 1.49050

## ii
18
Properties=species:S:1:pos:R:3 method="wB97M-V/def2-TZVPD" spin_multiplicity=1 total_charge=-1 molar_mass_g_mol=103.14 gap_ha=0.2455
C 1.88909 -1.47452 0.57107
C 2.24616 -1.01855 2.02338
O 3.25489 -0.32847 2.33064
O 1.49247 -1.44993 2.94246
H 1.74584 -2.57412 0.75421
H 2.61963 -1.69253 -0.22769
H 1.08820 -0.79539 0.30356
C -0.90691 0.57883 -0.40129
C -0.86022 0.53307 -1.95843
C -2.11281 1.30169 0.16827
H 0.03604 0.98201 -0.04639
H -0.79119 -0.49280 -0.17421
H -1.85885 0.61770 -2.42179
H -0.44567 1.49870 -2.32831
H -1.97252 2.36877 -0.02707
H -0.24503 -0.21256 -2.43420
H -2.14201 1.12601 1.27653
H -3.03714 1.03209 -0.35075

## iii
18
Properties=species:S:1:pos:R:3 method="wB97M-V/def2-TZVPD" spin_multiplicity=1 total_charge=-1 molar_mass_g_mol=103.14 gap_ha=0.2671
C 1.07880 0.68433 1.38375
C 0.26969 1.84866 0.77088
C 2.53874 0.65324 0.92178
O 3.09261 1.69093 0.46578
O 3.13500 -0.43351 1.16596
H 1.07220 0.85188 2.45552
H 0.58265 -0.28205 1.25171
H 0.98424 2.54852 0.33610
H -0.50349 2.35520 1.35324
H -0.20890 1.48358 -0.14336
C -1.42664 -2.19366 -1.26616
C -1.66205 -0.65864 -1.23085
H -2.39235 -2.65563 -1.40544
H -0.73120 -2.42732 -2.05859
H -0.93305 -2.49687 -0.33739
H -1.82361 -0.41755 -2.27926
H -0.70965 -0.23472 -0.90351
H -2.36297 -0.31638 -0.48016

## iv
18
Properties=species:S:1:pos:R:3 method="wB97M-V/def2-TZVPD" spin_multiplicity=1 total_charge=-1 molar_mass_g_mol=103.14 gap_ha=0.2556
C -1.06523 0.16749 0.63925
O -1.87641 -0.36151 1.59280
C -0.15959 -0.91458 0.02370
C 0.71323 -0.40740 -1.12788
C 2.10601 -0.01156 -0.72672
C 3.05395 0.42465 -1.54068
H -0.44921 1.01154 1.02640
H -1.61511 0.56894 -0.24641
H 0.41212 -1.33114 0.85790
H -0.82173 -1.69671 -0.35070
H 0.22627 0.48254 -1.53624
H 0.78929 -1.11593 -1.94621
H 2.42111 -0.08079 0.31069
H 2.85870 0.66713 -2.57731
H 4.04312 0.65485 -1.15132
H -4.14310 0.47648 1.85317
H -2.77512 0.49689 2.33448
O -3.71832 0.96911 2.56508

Quick one: least stable of them? iv

## i
14
Properties=species:S:1:pos:R:3 method="wB97M-V/def2-TZVPD" spin_multiplicity=1 total_charge=-1 molar_mass_g_mol=109.24 gap_ha=0.2014
C -1.63854 1.10127 0.47290
S -3.15874 -0.04636 0.71285
H -1.81008 2.14102 0.58703
H -0.88729 1.01922 1.26108
H -1.38173 0.95478 -0.62012
C 1.79067 0.20724 -1.02838
S 2.12775 -1.05205 0.30974
C 0.23588 -1.33341 0.40310
H 1.48724 0.99260 -0.41578
H 0.91311 -0.10202 -1.69155
H 2.55250 0.48076 -1.74795
H -0.05686 -0.54179 1.15562
H -0.32256 -1.74392 -0.49463
H 0.14865 -2.07734 1.09609

## ii
14
Properties=species:S:1:pos:R:3 method="wB97M-V/def2-TZVPD" spin_multiplicity=1 total_charge=-1 molar_mass_g_mol=109.24 gap_ha=0.2410
S -0.95573 -1.14788 2.01881
H -0.94043 -1.10895 0.55367
H -1.33956 -2.42537 2.12149
C 1.82517 1.12437 0.46815
C 1.18978 1.45093 -0.87722
C -0.26775 1.00454 -0.99567
S -0.53688 -0.74526 -1.36812
H 1.44087 1.77687 1.24996
H 2.91742 1.16709 0.42521
H 1.54414 0.09945 0.71638
H 1.23160 2.53211 -1.07293
H 1.72052 0.97047 -1.70555
H -0.75688 1.56478 -1.80029
H -0.84560 1.22512 -0.08550

Quick one: least stable of them? i